(1)
Here is a gas-phase ion, CH7INP2 (charge +1) in a non-equilibrium geometry from the Open Molecules 2025 dataset. Energies are from the ωB97M-V functional and the def2-TZVPD basis.

Atoms and positions in Å:
1 N 0.01370 0.88688 1.00614
2 C 0.11496 0.10452 -0.35712
3 P -1.68622 -0.37516 -0.86966
4 P 0.99829 -1.61921 -0.20531
5 I 1.35307 1.61639 -1.61917
6 H -0.81810 1.07158 1.50689
7 H 0.60299 0.52978 1.80723
8 H 0.39570 1.86188 0.83475
9 H -1.32959 -1.43583 -1.75648
10 H -1.97158 0.52151 -1.95175
11 H 2.01597 -1.17252 0.53871
12 H 0.31080 -1.98983 1.06578

The calculation puts the frontier orbital gap at 8.69 eV. The value obtained for the electronic energy is -29309.656 eV. The lowest unoccupied orbital energy comes out at -5.0 eV. As for the charge: +1. The structure (SMILES) is [NH3+]C(P)(P)I. The calculation puts the highest occupied orbital energy at -13.73 eV.

***

(2)
Here is a single C23H21FN2O5 molecule from the Open Molecules 2025 dataset. Energies are from the ωB97M-V functional and the def2-TZVPD basis.

Atoms and positions in Å:
1 C -2.73984 -5.52568 0.67098
2 C -1.50356 -5.03308 -0.06605
3 O -1.15038 -3.70582 0.33918
4 C -1.76922 -2.69916 -0.26049
5 O -2.62582 -2.81003 -1.09736
6 C -1.24466 -1.37329 0.25684
7 C -2.30302 -0.27302 0.31636
8 C -3.37746 -0.23561 1.38389
9 O -4.18942 0.91683 1.20430
10 C -3.69222 2.01332 0.55339
11 C -4.59076 3.04805 0.31114
12 C -4.17353 4.19205 -0.34238
13 C -2.86088 4.32330 -0.76460
14 C -1.95878 3.30186 -0.52485
15 C -2.36557 2.15249 0.12754
16 C -1.46876 1.00006 0.46439
17 N -0.29378 0.71863 -0.34908
18 C 0.93797 1.18345 0.00878
19 O 1.20470 2.26810 0.44872
20 N 1.86667 0.14027 -0.21416
21 C 3.25908 0.29947 -0.01971
22 C 4.00438 -0.71589 0.56893
23 C 5.36611 -0.55587 0.74436
24 C 5.96018 0.62533 0.33868
25 F 7.28715 0.78478 0.51450
26 C 5.23172 1.64705 -0.24342
27 C 3.87281 1.47829 -0.42905
28 C 1.23802 -1.04364 -0.51511
29 O 1.74878 -2.12110 -0.66796
30 C -0.23436 -0.69318 -0.71002
31 C -0.55412 -0.91193 -2.19131
32 H -2.94216 -6.55530 0.39128
33 H -3.59946 -4.91457 0.40690
34 H -2.58411 -5.47397 1.74580
35 H -1.67833 -5.03649 -1.14634
36 H -0.62911 -5.64035 0.17328
37 H -0.77175 -1.53948 1.22928
38 H -2.81345 -0.25238 -0.65334
39 H -4.05537 -1.09112 1.31049
40 H -2.93852 -0.21742 2.39154
41 H -5.60942 2.93276 0.64517
42 H -4.88137 4.98700 -0.52227
43 H -2.53961 5.21862 -1.27346
44 H -0.92729 3.38779 -0.82869
45 H -1.13831 1.12016 1.51007
46 H 3.52534 -1.63079 0.87602
47 H 5.96421 -1.33196 1.19428
48 H 5.72704 2.55488 -0.54811
49 H 3.28785 2.26403 -0.87772
50 H -1.61575 -0.80397 -2.39016
51 H -0.24329 -1.91238 -2.48377
52 H -0.00730 -0.18530 -2.78859

The calculation puts the frontier orbital gap at 9.16 eV. The value obtained for the electronic energy is -40128.894 eV. The lowest unoccupied orbital energy comes out at 0.6 eV. The structure (SMILES) is CCOC(=O)[C@@H]1[C@H]2COc3ccccc3[C@@H]2N2C(=O)N(c3ccc(F)cc3)C(=O)[C@@]12C. The calculation puts the highest occupied orbital energy at -8.58 eV.

***

(3)
Here is a molecular structure, C43H51AsCl4FeN12O2P from the Open Molecules 2025 dataset. Energies are from the ωB97M-V functional and the def2-TZVPD basis.

Atoms and positions in Å:
1 Fe -0.48618 0.21060 0.43088
2 Cl -2.43099 6.44906 -1.53551
3 C -1.94565 5.09696 -0.55633
4 C -2.02794 5.15665 0.81963
5 Cl -2.62870 6.58907 1.59999
6 C -1.60922 4.06604 1.59588
7 Cl -1.69403 4.12966 3.32807
8 C -1.11414 2.90324 1.01289
9 O -0.68228 1.86129 1.66735
10 C -1.05776 2.84171 -0.41731
11 O -0.61394 1.72726 -0.93862
12 C -1.45232 3.93531 -1.16381
13 Cl -1.32886 3.81407 -2.89857
14 N -3.43112 -1.60032 1.98088
15 C -2.18834 -2.12195 2.13078
16 N -1.89327 -3.09291 3.01561
17 N -0.61352 -3.35319 2.82896
18 N -0.19723 -2.58936 1.87777
19 N -1.13696 -1.77770 1.39488
20 C -3.68426 -0.45384 1.22746
21 N -4.89108 0.06936 1.15818
22 N -4.73174 1.09002 0.28712
23 N -3.51446 1.14800 -0.12236
24 N -2.78923 0.16341 0.46630
25 H -4.12450 -1.85356 2.66288
26 C 1.99335 1.74395 -4.38167
27 C 2.15678 0.78365 -3.25146
28 C 3.14021 -0.14127 -2.95765
29 C 2.74282 -0.71902 -1.73683
30 N 1.59087 -0.19344 -1.32355
31 N 1.26511 0.71160 -2.25996
32 C 3.49218 -1.75225 -0.96212
33 H 2.85391 1.68770 -5.04704
34 H 1.90308 2.76737 -4.01667
35 H 1.09468 1.52572 -4.96037
36 H 4.02968 -0.35709 -3.52465
37 H 0.43844 1.30491 -2.05431
38 H 4.49408 -1.86617 -1.37871
39 H 3.00558 -2.72777 -0.99399
40 H 3.59295 -1.47194 0.08680
41 C -1.22113 -1.40362 -4.80072
42 C -0.99872 -2.68233 -3.99651
43 P -0.95975 -2.31922 -2.17911
44 C -0.47457 -3.96206 -1.45662
45 C -0.75636 -5.25330 -2.22323
46 C -2.77936 -2.20444 -1.84056
47 C -3.64718 -3.45725 -1.88803
48 H -1.13996 -1.59024 -5.87403
49 H -0.48665 -0.64486 -4.52790
50 H -2.20686 -0.97810 -4.61292
51 H -0.02907 -3.11363 -4.26363
52 H -1.76118 -3.43064 -4.23156
53 H -0.93513 -3.99519 -0.46462
54 H 0.60114 -3.89069 -1.27054
55 H -1.81919 -5.41140 -2.38972
56 H -0.37623 -6.11398 -1.66661
57 H -0.26474 -5.25215 -3.19745
58 H -3.15483 -1.45949 -2.54827
59 H -2.87937 -1.72254 -0.86460
60 H -3.62592 -3.94360 -2.86598
61 H -4.68605 -3.19924 -1.67097
62 H -3.33390 -4.18651 -1.13991
63 C -0.39121 3.71555 7.79319
64 C 0.17826 3.15436 6.51772
65 C 1.08793 3.86801 5.75848
66 C 1.60670 3.35799 4.57079
67 C 2.53607 4.24126 3.77705
68 C 1.23279 2.07928 4.13672
69 As 1.94866 1.59862 2.36027
70 N 1.31400 -0.08281 1.85240
71 C 1.82056 -1.26781 2.19011
72 C 1.21953 -2.43871 1.42292
73 C 1.93757 -3.73443 1.53848
74 C 2.89264 -3.92110 2.48186
75 C 3.28360 -2.87000 3.34247
76 C 2.76021 -1.59319 3.17953
77 C 3.91613 1.28175 2.76476
78 C 4.68429 1.28016 1.59248
79 C 4.08660 1.38380 0.20883
80 C 6.07589 1.19353 1.65418
81 C 6.75108 1.12082 2.85632
82 C 8.25115 1.00687 2.91361
83 C 5.99026 1.12936 4.01692
84 C 4.60118 1.20217 3.99642
85 C 3.92521 1.17055 5.34656
86 C 0.26858 1.36988 4.86547
87 C -0.28902 0.05218 4.40816
88 C -0.22528 1.91331 6.04524
89 H 0.03700 4.69309 8.01638
90 H -0.18928 3.05577 8.64044
91 H -1.47456 3.83213 7.72067
92 H 1.39085 4.86015 6.07983
93 H 2.71633 5.17438 4.31208
94 H 2.09574 4.48234 2.80641
95 H 3.50093 3.76747 3.58496
96 H 1.08270 -2.12726 0.38009
97 H 1.62617 -4.53546 0.87896
98 H 3.37033 -4.89110 2.57070
99 H 4.02001 -3.04942 4.11488
100 H 3.11324 -0.80714 3.81881
101 H 3.07139 0.99632 0.13568
102 H 4.69921 0.82751 -0.50238
103 H 4.06107 2.42809 -0.11506
104 H 6.63748 1.17478 0.72461
105 H 8.68516 1.05822 1.91451
106 H 8.55623 0.05921 3.36317
107 H 8.68838 1.80796 3.51389
108 H 6.49114 1.05791 4.97837
109 H 4.58081 0.68436 6.07135
110 H 2.97611 0.64122 5.33123
111 H 3.70985 2.17703 5.70830
112 H -0.71875 0.16874 3.41287
113 H -1.06835 -0.28577 5.09200
114 H 0.48039 -0.72061 4.35772
115 H -0.97113 1.35165 6.59927

The calculation puts the frontier orbital gap (spin up / spin down) at 5.21 / 5.97 eV. The value obtained for the electronic energy is -222001.708 eV. The lowest unoccupied orbital energy (spin up / spin down) comes out at 4.0 / 4.0 eV. As for the charge: -2. Its spin multiplicity is 6. The calculation puts the highest occupied orbital energy (spin up / spin down) at -1.22 / -1.98 eV.

***

(4)
Here is 7 unconnected molecules or ions with the total composition C36H68IN9O12P2S in a non-equilibrium geometry from the Open Molecules 2025 dataset. Energies are from the ωB97M-V functional and the def2-TZVPD basis.

Atoms and positions in Å:
1 C -5.53254 -4.23961 2.71831
2 C -4.78585 -3.07489 2.05301
3 C -3.44719 -3.56590 1.50910
4 C -2.72300 -2.57644 0.61253
5 N -2.69700 -1.18703 1.07932
6 C -1.47798 -0.47692 0.93151
7 C -1.41712 0.33940 -0.22473
8 I -3.14280 0.41456 -1.40722
9 C -0.25795 1.03530 -0.52350
10 C 0.87998 0.87653 0.28720
11 C 0.86894 0.09156 1.45581
12 P 2.40019 -0.03428 2.50864
13 O 3.65612 0.54532 1.72660
14 O 2.21650 1.08009 3.61887
15 S 2.84193 -1.80558 3.06188
16 C -0.36943 -0.55243 1.80552
17 P -0.62051 -1.45241 3.41475
18 N -0.04036 -0.74215 4.66187
19 O -0.19138 -2.94605 3.09670
20 O -2.16988 -1.73209 3.74300
21 C 2.04960 1.62627 -0.29298
22 O 3.10118 1.14429 -0.60946
23 C 1.73776 3.01936 -0.68611
24 C 0.64616 3.19162 -1.42714
25 C 0.23908 4.52095 -1.98007
26 C -0.59864 5.32801 -0.95051
27 C -2.00498 5.65711 -1.42408
28 C -2.98831 4.48327 -1.39172
29 N -3.36309 4.08099 -2.74656
30 C -0.16772 1.98948 -1.69126
31 O -0.67420 1.78519 -2.75403
32 H -6.15834 -4.70208 1.96265
33 H -6.11789 -3.93013 3.57173
34 H -4.79306 -4.97831 3.01099
35 H -4.59013 -2.28808 2.77331
36 H -5.34286 -2.70388 1.19840
37 H -3.64934 -4.44420 0.89631
38 H -2.79970 -3.91731 2.30484
39 H -1.71083 -2.91064 0.40214
40 H -3.23538 -2.59558 -0.35381
41 H -3.23109 -0.99442 1.90215
42 H 3.87272 -0.08495 1.01060
43 H 2.84503 1.81382 3.48810
44 H 0.41676 0.13085 4.43310
45 H -0.59655 -3.52728 3.75573
46 H -2.62934 -0.89657 3.86209
47 H 2.41474 3.82407 -0.44714
48 H 1.14169 5.08183 -2.17271
49 H -0.34662 4.37338 -2.87941
50 H -0.68385 4.74080 -0.03868
51 H -0.06483 6.22493 -0.65764
52 H -2.00196 6.09497 -2.41601
53 H -2.39366 6.42196 -0.75315
54 H -2.57487 3.66323 -0.79436
55 H -3.89728 4.80340 -0.89529
56 H -4.20826 3.53146 -2.74111
57 H -2.63453 3.52737 -3.17774
58 C 6.26140 -0.42900 -2.95335
59 N 5.15923 -0.67356 -2.04432
60 C 5.19056 -1.31219 -0.84494
61 C 6.52356 -1.84089 -0.38081
62 O 4.16931 -1.43908 -0.18515
63 H 6.38952 0.64477 -3.10750
64 H 6.06228 -0.89259 -3.92147
65 H 7.18409 -0.83698 -2.55385
66 H 4.24282 -0.33974 -2.29925
67 H 6.39198 -2.31939 0.58442
68 H 6.91355 -2.57444 -1.08689
69 H 7.24603 -1.03119 -0.27492
70 C 4.67951 6.80645 2.07315
71 N 4.08799 5.68579 2.77817
72 C 4.24833 4.36687 2.52239
73 C 5.13962 3.97539 1.36871
74 O 3.68492 3.52935 3.21458
75 H 5.27595 7.40828 2.76226
76 H 3.89173 7.43181 1.65340
77 H 5.31148 6.45860 1.26519
78 H 3.47315 5.87659 3.55354
79 H 5.15446 2.89083 1.30009
80 H 4.75828 4.38619 0.43232
81 H 6.15653 4.33606 1.53038
82 C 10.13002 2.95505 -0.30562
83 N 9.87077 1.56159 0.00193
84 C 10.11355 0.46792 -0.76863
85 C 10.73303 0.69809 -2.12813
86 O 9.83511 -0.64863 -0.36509
87 H 10.81344 3.38178 0.43035
88 H 9.19932 3.52469 -0.28068
89 H 10.57281 3.05483 -1.29027
90 H 9.45804 1.33932 0.89430
91 H 10.86056 -0.26492 -2.61169
92 H 10.08707 1.32158 -2.74767
93 H 11.70836 1.17625 -2.03364
94 C 4.34742 9.60752 -2.18747
95 N 3.74496 8.54380 -1.40341
96 C 3.88222 7.20451 -1.55900
97 C 4.76627 6.71667 -2.68162
98 O 3.30344 6.42862 -0.81028
99 H 4.96098 10.24297 -1.54757
100 H 3.57034 10.22377 -2.64105
101 H 4.97113 9.19831 -2.97386
102 H 3.13893 8.80083 -0.64023
103 H 4.76782 5.63120 -2.66982
104 H 4.38894 7.05679 -3.64627
105 H 5.78900 7.07217 -2.55132
106 C -8.44465 -8.28077 1.48120
107 N -8.58984 -6.92740 1.98704
108 C -9.15478 -6.51317 3.14739
109 C -9.72253 -7.56970 4.06762
110 O -9.19954 -5.32455 3.42649
111 H -7.38604 -8.50680 1.33537
112 H -8.94964 -8.36200 0.51795
113 H -8.86571 -8.99919 2.17696
114 H -8.23709 -6.17005 1.42425
115 H -10.13307 -7.07426 4.94146
116 H -10.51786 -8.12743 3.57209
117 H -8.94414 -8.26279 4.38837
118 C -9.81027 -9.50662 -4.62362
119 N -9.37595 -8.67333 -3.51784
120 C -10.02366 -8.41481 -2.35344
121 C -11.37339 -9.06144 -2.14803
122 O -9.52303 -7.68461 -1.51187
123 H -9.09384 -10.31239 -4.79047
124 H -9.87852 -8.91316 -5.53654
125 H -10.78167 -9.94153 -4.41790
126 H -8.48337 -8.21151 -3.59150
127 H -11.75433 -8.75633 -1.17883
128 H -12.07620 -8.74250 -2.91806
129 H -11.28879 -10.14849 -2.16786

The calculation puts the frontier orbital gap at 7.00 eV. The value obtained for the electronic energy is -113934.123 eV. The lowest unoccupied orbital energy comes out at -0.4 eV. The structure (SMILES) is CCCCNc1c(I)c2c(c(P(O)(O)=S)c1P(=N)(O)O)C(=O)C=C(CCCCN)C2=O.CNC(C)=O.CNC(C)=O.CNC(C)=O.CNC(C)=O.CNC(C)=O.CNC(C)=O. The calculation puts the highest occupied orbital energy at -7.40 eV.